{
  "formula": "C4H8OS",
  "method": "ωB97M-V/def2-TZVPD",
  "elements": ["C", "C", "C", "C", "O", "S", "H", "H", "H", "H", "H", "H", "H", "H"],
  "xyz": [[-2.059672, -1.160970, 0.416211], [1.501413, 0.789454, -0.377486], [0.168517, -0.568817, -1.137538], [0.831432, 0.773411, 0.975472], [-1.584346, 1.171537, -0.309777], [-0.889515, 0.030300, 0.175559], [-2.826361, -1.271479, 1.179379], [-1.561942, -2.124261, 0.232229], [2.563911, 0.514753, -0.376082], [1.464775, 1.794414, -0.898316], [-0.183707, -0.352620, -2.108562], [0.493009, -1.622266, -0.890272], [1.374392, 0.178623, 1.745202], [0.708100, 1.847915, 1.373984]],
  "forces_ev_per_a": [[2.31, -1.13, -0.12], [-1.44, -0.77, -1.25], [3.20, 0.78, 3.28], [-0.45, 1.44, 0.32], [-0.28, 3.18, -0.10], [-0.51, -1.99, 0.21], [0.18, 0.90, -0.03], [-0.13, 0.14, 0.23], [-0.54, -0.68, -0.18], [-0.62, -1.46, 0.34], [-0.46, 0.11, -0.90], [-0.11, 1.25, -0.66], [-0.83, 0.02, -0.65], [-0.30, -1.79, -0.47]],
  "e_above_lowest_kj_mol": 573.70,
  "max_force_ha_per_bohr": 0.0904,
  "e_homo_ev": -8.2,
  "energy_ha": -630.41641,
  "homo_lumo_gap_ha": 0.315
}